[1]
This record from the OMol25 dataset describes C3H5NO in the gas phase. The level of theory is wB97M-V/def2-TZVPD.

The spin multiplicity is 1. The value obtained for the total energy is -247.293623 hartree.

Positions of all 10 atoms, in Å:
O 2.284 0.392 0.132
C 1.112 0.189 -0.049
C -0.200 0.944 0.227
C -0.874 -0.430 -0.028
N 0.430 -0.917 -0.483
H -0.246 1.347 1.241
H -0.451 1.728 -0.492
H -1.242 -0.878 0.906
H -1.599 -0.524 -0.834
H 0.786 -1.852 -0.621

[2]
This record from the OMol25 dataset describes 9 unconnected molecules or ions with the total composition C49H124N10O17. The level of theory is wB97M-V/def2-TZVPD.

The spin multiplicity is 1. The value obtained for the total energy is -3767.646492 hartree.

Positions of all 200 atoms, in Å:
C -3.023 0.832 4.139
O -1.839 1.617 4.129
C -1.760 2.483 5.215
C -0.533 3.373 5.057
N -0.464 4.216 3.897
C -1.489 5.256 3.884
C -1.654 5.863 2.511
O -2.546 5.053 1.756
C -3.124 5.749 0.676
H -2.809 -0.116 3.650
H -3.848 1.364 3.658
H -3.310 0.633 5.179
H -1.652 1.941 6.170
H -2.676 3.077 5.342
H 0.328 2.693 5.083
H -0.393 3.981 5.956
H -0.511 3.696 3.029
H -1.161 6.033 4.585
H -2.461 4.894 4.235
H -0.683 5.844 1.996
H -2.013 6.893 2.593
H -3.781 6.571 0.983
H -3.722 5.022 0.129
H -2.345 6.150 0.013
C 0.011 3.981 -0.753
O 0.751 2.883 -1.197
C 1.878 2.640 -0.393
C 2.774 1.597 -1.019
N 2.129 0.303 -1.307
C 1.809 -0.453 -0.088
C 0.480 -1.178 -0.264
O -0.596 -0.281 -0.297
C -0.864 0.377 0.924
H -0.366 3.841 0.270
H -0.886 4.100 -1.369
H 0.533 4.940 -0.877
H 1.524 2.322 0.597
H 2.520 3.520 -0.280
H 3.596 1.430 -0.322
H 3.104 2.000 -1.978
H 1.233 0.559 -1.728
H 1.821 0.172 0.812
H 2.576 -1.204 0.142
H 0.408 -1.890 0.572
H 0.518 -1.757 -1.187
H -0.511 -0.134 1.817
H -1.950 0.499 0.912
H -0.501 1.408 0.863
C 5.583 3.717 -2.335
O 5.421 3.835 -0.962
C 6.130 4.932 -0.423
C 5.727 5.176 1.006
N 4.306 5.474 1.069
C 3.723 5.557 2.404
C 3.800 4.277 3.210
O 3.111 3.268 2.483
C 3.365 1.953 2.963
H 5.144 2.773 -2.659
H 6.633 3.709 -2.656
H 5.073 4.518 -2.887
H 5.927 5.846 -1.004
H 7.213 4.759 -0.511
H 6.280 6.056 1.344
H 5.976 4.312 1.639
H 3.763 4.775 0.581
H 2.682 5.840 2.218
H 4.115 6.385 3.006
H 3.307 4.380 4.188
H 4.847 3.991 3.374
H 4.410 1.777 3.234
H 3.141 1.228 2.181
H 2.696 1.822 3.822
C -3.960 -1.648 0.221
O -4.528 -2.952 0.202
C -4.837 -3.381 -1.105
C -5.411 -4.777 -1.061
N -4.404 -5.719 -0.550
C -5.002 -7.022 -0.324
C -4.058 -8.010 0.323
O -3.608 -7.611 1.596
C -4.604 -7.454 2.575
H -4.520 -1.071 0.965
H -3.865 -1.177 -0.754
H -2.966 -1.689 0.689
H -3.898 -3.418 -1.678
H -5.509 -2.717 -1.667
H -5.788 -5.072 -2.040
H -6.282 -4.776 -0.380
H -4.191 -5.325 0.366
H -5.317 -7.425 -1.299
H -5.991 -6.993 0.174
H -3.153 -8.040 -0.283
H -4.537 -8.996 0.297
H -5.595 -7.207 2.181
H -4.326 -6.614 3.219
H -4.736 -8.336 3.214
C -1.680 -0.342 -3.667
O -1.702 -1.356 -4.635
C -2.416 -2.478 -4.182
C -2.238 -3.635 -5.141
N -3.162 -4.713 -4.838
C -4.525 -4.459 -5.239
C -5.329 -5.750 -5.116
O -4.795 -6.789 -5.912
C -5.246 -6.741 -7.262
H -1.018 -0.645 -2.839
H -2.669 -0.224 -3.208
H -1.271 0.568 -4.093
H -3.467 -2.221 -4.003
H -1.943 -2.802 -3.240
H -1.226 -4.024 -4.987
H -2.222 -3.317 -6.197
H -2.809 -5.571 -5.235
H -4.588 -4.082 -6.276
H -5.052 -3.721 -4.626
H -6.394 -5.586 -5.315
H -5.237 -6.094 -4.082
H -4.810 -7.599 -7.767
H -4.901 -5.821 -7.745
H -6.338 -6.802 -7.314
C 0.956 -1.040 4.684
O 2.214 -1.374 4.130
C 2.180 -2.562 3.369
C 3.583 -2.873 2.901
N 4.170 -1.719 2.277
C 5.453 -1.972 1.661
C 6.115 -0.745 1.108
O 6.288 0.141 2.201
C 6.874 1.393 1.949
H 0.203 -1.810 4.491
H 0.574 -0.117 4.240
H 1.060 -0.898 5.762
H 1.489 -2.547 2.520
H 1.890 -3.387 4.037
H 3.646 -3.731 2.227
H 4.147 -3.240 3.785
H 4.266 -0.928 2.901
H 5.332 -2.694 0.843
H 6.164 -2.441 2.365
H 5.558 -0.251 0.299
H 7.111 -1.010 0.726
H 6.881 1.931 2.891
H 6.412 1.918 1.104
H 7.929 1.250 1.657
C -0.941 -4.372 2.450
O 0.307 -5.034 2.442
C 0.474 -5.817 3.613
C 1.854 -6.458 3.502
N 2.415 -7.001 4.728
C 2.625 -6.055 5.815
C 3.323 -6.744 6.969
O 3.654 -5.836 8.010
C 4.894 -5.205 7.802
H -0.977 -3.675 1.606
H -1.068 -3.743 3.340
H -1.729 -5.111 2.281
H -0.340 -6.547 3.651
H 0.427 -5.181 4.509
H 2.550 -5.734 3.073
H 1.764 -7.255 2.759
H 1.798 -7.736 5.065
H 1.718 -5.516 6.129
H 3.238 -5.217 5.447
H 4.204 -7.278 6.607
H 2.617 -7.437 7.438
H 4.929 -4.557 6.922
H 5.698 -5.948 7.738
H 5.082 -4.595 8.686
C -6.478 6.707 -6.436
O -5.301 7.460 -6.623
C -4.653 7.245 -7.861
C -3.324 7.942 -7.794
N -2.524 7.389 -6.695
C -1.539 8.360 -6.233
C -0.678 7.817 -5.142
O -1.432 7.529 -3.996
C -0.765 6.700 -3.079
H -6.584 6.541 -5.362
H -6.417 5.731 -6.928
H -7.383 7.221 -6.780
H -5.233 7.672 -8.692
H -4.543 6.174 -8.067
H -3.477 9.025 -7.714
H -2.790 7.728 -8.726
H -3.192 7.329 -5.924
H -1.934 9.367 -6.044
H -0.795 8.485 -7.038
H 0.111 8.536 -4.874
H -0.162 6.934 -5.546
H -1.491 6.303 -2.375
H 0.123 7.198 -2.678
H -0.417 5.790 -3.601
N 3.399 -0.601 -3.802
C 4.126 -1.760 -3.603
N 4.373 -2.028 -2.262
O 4.549 -2.483 -4.496
H 2.906 -0.251 -2.976
H 3.046 -0.438 -4.726
H 3.919 -1.465 -1.562
H 4.774 -2.916 -2.038

[3]
This record from the OMol25 dataset describes 2 unconnected molecules or ions with the total composition C2H5ClN3O2S. The level of theory is wB97M-V/def2-TZVPD.

Its charge is +1. The spin multiplicity is 1. The value obtained for the total energy is -1252.077177 hartree.

Positions of all 14 atoms, in Å:
C -1.530 0.685 0.687
C -1.782 -0.325 -1.203
N -0.511 0.935 -0.109
N -0.650 0.303 -1.273
N -2.363 -0.114 0.011
O 3.703 -1.060 0.169
O 1.264 -1.074 0.654
S 2.245 -0.633 -0.290
Cl 2.392 1.523 0.161
H -1.676 1.052 1.683
H -2.198 -0.918 -1.993
H 3.946 -1.299 1.071
H 0.399 1.418 0.086
H -3.241 -0.493 0.346

[4]
This record from the OMol25 dataset describes a molecular structure, C39H41Cl2N4OSSb2Se4V. The level of theory is wB97M-V/def2-TZVPD.

Its charge is -1. The spin multiplicity is 2. The expectation value of S² is 0.87. The value obtained for the total energy is -14153.930396 hartree.

Positions of all 95 atoms, in Å:
V 1.526 -0.583 2.937
Se 5.423 -2.330 6.392
Sb 4.319 -0.573 5.226
Se 3.765 -1.476 2.548
Se 1.539 -0.900 5.179
Se 4.639 1.618 6.210
C -2.986 -1.503 0.229
C -3.696 -0.394 -0.564
C -2.665 0.204 -1.527
C -4.794 -1.074 -1.397
C -4.325 0.670 0.411
O -4.889 -0.005 1.534
C -5.487 1.516 -0.184
C -5.302 2.509 -1.348
C -4.411 3.697 -1.071
C -4.743 4.594 -0.058
C -3.914 5.653 0.271
C -2.736 5.830 -0.438
Cl -1.673 7.141 -0.017
C -2.400 4.986 -1.481
C -3.246 3.930 -1.793
C -3.308 1.633 1.040
N -2.413 1.048 2.019
C -1.182 0.601 1.780
N -0.589 0.296 2.912
C -1.515 0.613 3.852
N -2.639 1.078 3.353
H -2.671 -2.282 -0.470
H -3.642 -1.953 0.971
H -2.089 -1.174 0.753
H -2.307 -0.584 -2.193
H -1.789 0.597 -1.008
H -3.073 0.995 -2.150
H -4.351 -1.887 -1.974
H -5.274 -0.395 -2.103
H -5.571 -1.518 -0.768
H -5.669 -0.488 1.241
H -5.906 2.055 0.670
H -6.263 0.812 -0.492
H -6.302 2.887 -1.578
H -4.967 1.996 -2.249
H -5.661 4.454 0.502
H -4.170 6.335 1.070
H -1.486 5.149 -2.034
H -2.978 3.273 -2.611
H -3.851 2.426 1.549
H -2.678 2.093 0.283
H -0.767 0.454 0.796
H -1.343 0.478 4.906
Cl 1.688 3.928 -0.443
C 2.017 3.326 1.147
C 2.521 4.173 2.128
C 2.715 3.658 3.392
C 2.385 2.333 3.648
N 1.944 1.526 2.686
C 1.763 2.008 1.451
H 2.746 5.204 1.892
H 3.130 4.248 4.197
H 2.484 1.919 4.639
H 1.427 1.319 0.682
S 0.540 -2.249 1.812
Sb 2.733 -2.626 0.291
C 2.308 -0.925 -0.961
C 3.287 0.059 -1.083
C 3.100 1.143 -1.930
C 1.928 1.257 -2.668
C 0.944 0.287 -2.546
C 1.136 -0.798 -1.700
C 4.696 -2.929 -0.658
C 4.978 -2.762 -2.012
C 6.207 -3.129 -2.539
C 7.180 -3.684 -1.716
C 6.918 -3.855 -0.366
C 5.684 -3.479 0.154
C 1.807 -4.192 -0.962
C 2.562 -5.061 -1.738
C 1.938 -5.982 -2.570
C 0.553 -6.041 -2.633
C -0.205 -5.189 -1.842
C 0.419 -4.274 -1.006
H 4.204 -0.024 -0.510
H 3.870 1.900 -2.016
H 1.785 2.103 -3.329
H 0.028 0.369 -3.121
H 0.364 -1.557 -1.616
H 4.225 -2.342 -2.671
H 6.406 -2.988 -3.596
H 8.138 -3.980 -2.128
H 7.671 -4.281 0.286
H 5.498 -3.604 1.217
H 3.645 -5.034 -1.695
H 2.539 -6.651 -3.173
H 0.067 -6.754 -3.288
H -1.288 -5.244 -1.870
H -0.172 -3.630 -0.364